193
Properties=species:S:1:pos:R:3:mulliken_charge:R:1 method="wB97M-V/def2-TZVPD" gap_ev=7.01 e_tot_ev=-237049.162 relative_energy_kcal_mol=24.6 charge=+1 homo_energy_ha=-0.420
H -5.59172 13.72969 -31.27409 0.058
H -6.99736 18.34976 -25.69260 0.137
C -3.88022 26.53061 -23.66721 -1.188
O -6.49271 15.30601 -30.39646 -0.319
C -8.31170 20.46287 -16.84217 -0.354
H -13.33224 15.30220 -25.14175 0.297
H -9.98048 24.93234 -19.82877 0.388
H -7.27847 16.68397 -21.18732 0.408
C -12.37366 14.89496 -25.46325 -1.208
O -9.08166 17.70215 -23.84266 0.300
C -6.75917 17.13019 -27.52022 -0.690
H -7.26030 25.96645 -13.78921 0.336
C -12.09062 20.85185 -23.17027 -1.433
H -8.62130 20.74547 -18.95619 -0.197
H -16.34588 21.20418 -20.24982 0.317
H -7.33546 20.14661 -17.20965 0.064
C 1.20027 20.17182 -19.28604 -0.573
S -5.10893 22.72065 -22.39021 0.845
C -6.37510 25.36284 -13.58875 -1.308
H -7.66234 15.51299 -32.68181 0.353
H -3.40989 11.90163 -29.67817 0.333
H 2.84803 17.21186 -23.01069 0.299
H 2.16925 28.06746 -22.11097 0.372
H -5.25631 15.38134 -31.95422 0.386
H -4.25186 25.70762 -24.27768 0.130
O -0.91858 30.07036 -22.25083 -0.291
H -1.20175 24.95075 -20.28304 0.426
H 4.33141 22.18825 -15.34905 0.399
H -3.11770 16.41247 -19.80937 0.414
O -11.64734 22.64238 -20.40685 0.290
H -3.54857 20.15422 -17.36877 0.324
O -6.04572 15.99013 -27.86786 -0.232
H -12.37733 14.10955 -26.21906 0.396
O -2.12030 27.85972 -22.53952 -0.196
P -5.49307 16.08130 -29.38039 0.952
P -1.38836 17.87302 -23.46814 0.949
C -3.29161 17.37723 -20.28590 -1.280
H -9.61111 16.44230 -22.32857 0.394
C 3.64734 22.69213 -16.03187 -1.441
H 1.96467 20.85987 -19.64714 0.416
O -7.21983 23.89776 -17.44151 -0.775
C -12.84232 23.43221 -16.91428 -0.309
O -5.69381 21.83108 -16.66526 -0.393
O -12.90855 24.88262 -20.07487 -0.728
O -1.99018 17.04687 -22.27412 -0.202
H -11.88644 23.50506 -14.83916 0.424
C -3.71603 21.20778 -17.59252 -0.990
H -0.22760 22.94092 -21.54731 0.381
H -11.54991 19.97813 -21.49968 0.172
H -11.91558 16.74394 -26.41778 0.311
H -6.19135 16.66494 -25.48452 0.220
C -3.27626 12.96472 -29.87840 -1.197
O -4.13031 15.21267 -29.43361 -0.255
H -7.28127 15.89285 -22.78610 0.423
H 1.74536 21.86987 -15.74467 0.322
H 2.76195 21.06563 -16.95378 0.130
C -10.25355 22.75684 -20.47524 0.435
H 0.14142 20.32400 -21.21515 0.239
C -7.18612 14.55844 -32.45784 -1.491
C -7.55015 16.79526 -22.23704 -1.130
O -11.25782 16.71377 -24.39295 -0.381
H -9.67904 21.83292 -20.40873 -0.314
H -4.89086 24.16246 -14.56158 0.247
C -9.54372 23.94368 -19.68771 -1.307
H 1.67038 19.32806 -18.78090 0.400
H -6.17887 18.02771 -27.73422 0.335
H 1.86227 27.57845 -20.43438 0.211
C -16.23752 22.23625 -20.58330 -1.424
C -11.72932 23.02417 -15.80465 -1.154
H -3.75082 18.10465 -22.21745 0.189
H -12.08842 20.72559 -24.25292 0.385
H -2.69590 18.14538 -19.79277 0.084
H -10.14894 22.96286 -21.54047 0.314
H -1.22207 31.14442 -24.14985 0.317
O -12.17083 23.16412 -18.04865 0.119
O -4.47901 22.10228 -21.24548 -0.373
H -3.58539 15.77847 -25.01752 0.370
H -3.31966 21.89276 -16.84298 0.391
H -3.81189 17.31434 -24.64874 -0.221
O -8.26262 21.75897 -16.26517 -0.254
H -7.70428 17.29307 -28.03825 0.472
O 0.35889 20.98672 -18.37135 -0.327
H -6.59962 24.69786 -12.75478 0.312
O -14.09429 22.56290 -19.65857 -0.377
H -13.76810 22.89008 -16.72163 0.292
H -4.46049 26.65790 -22.75333 0.329
F -3.91070 23.40996 -23.19514 -0.341
H -7.91080 16.93783 -25.70613 -0.080
O -5.88456 23.94083 -22.04397 -0.636
H -1.12824 22.09649 -20.24573 -0.191
C -5.16924 21.63715 -17.88731 0.026
H -14.41083 22.07812 -21.59572 -0.148
H -5.63131 26.09917 -13.28431 0.383
C -4.16746 13.88084 -28.93452 -0.235
H -3.27257 32.22007 -23.01748 0.361
C 2.44760 22.03307 -16.56218 0.109
O -6.24149 19.75418 -22.06419 -0.423
H -0.73071 19.43093 -19.88520 0.018
H -13.07065 20.57414 -22.78228 0.273
C -3.28337 17.22731 -21.77038 0.224
H -0.41168 31.90028 -22.68474 0.292
H -3.90792 16.35950 -21.98240 0.155
O 0.23251 27.94543 -21.45939 -0.148
H -2.20916 13.18693 -29.88392 0.350
H -6.07956 25.08587 -15.70622 0.279
H -2.02239 17.63792 -26.69943 0.347
H 4.28602 23.09890 -16.81592 0.323
O -0.49201 23.25770 -17.12857 -0.697
P -10.56210 18.11906 -24.28376 0.846
H -3.51554 13.38877 -30.85361 0.247
H -9.20791 17.99769 -21.79193 0.155
C -3.02300 16.70895 -25.09514 0.293
H -1.74358 26.38816 -24.02368 0.414
N -5.50518 21.91311 -23.62179 -0.076
H -7.83456 13.75109 -32.11753 0.322
F -7.43083 20.44097 -24.01066 -0.425
C 1.60550 28.30204 -21.20806 -0.271
H -4.13921 27.35248 -24.33471 0.437
O -0.01552 28.64278 -24.09863 -0.761
O 0.52262 23.23950 -19.66982 -0.451
H -5.10276 13.38033 -28.68389 0.346
H -3.77114 17.72451 -26.85743 0.105
C -8.89998 17.24615 -22.51889 -0.087
H -10.11264 20.65885 -18.01205 0.145
C 0.22758 19.67501 -20.34366 -0.023
C -1.72858 23.99700 -20.31325 -0.149
P -7.01525 22.75980 -16.50828 1.397
H -14.77840 23.69747 -21.32153 0.425
C -11.38876 16.09730 -25.71606 -0.196
C -14.88769 22.71890 -20.85402 0.277
O -7.68064 21.69936 -21.86536 -0.349
O 0.24894 17.68911 -23.36892 -0.267
H -16.71609 22.74317 -19.74539 0.349
P 0.49111 22.61369 -18.10959 1.111
H 2.29898 29.54485 -19.53607 0.373
C 1.90512 29.67445 -20.54413 -1.035
P -12.72078 23.52452 -19.57231 0.326
C -0.62226 23.01784 -20.53418 0.022
H -16.88349 22.34405 -21.45462 0.386
H 0.77021 15.78493 -23.55129 0.425
H -2.25145 25.76177 -22.51961 -0.054
C -2.53975 31.58817 -22.51569 -0.808
C -6.00314 14.70292 -31.54178 0.156
H -2.34934 23.72073 -21.16555 -0.469
H -10.67369 23.22173 -15.99098 0.182
H 2.38813 17.35890 -21.31474 0.240
O -6.78563 23.32080 -15.05203 -0.451
H -10.48599 15.83972 -26.26991 0.265
O 2.06067 22.72689 -17.67504 -0.328
O -10.72167 18.90292 -25.56015 -0.809
H -5.32689 22.51962 -18.50738 0.432
P -0.68874 28.55185 -22.71114 0.832
H -8.49489 19.64622 -16.14386 0.374
C -2.94360 17.06416 -26.59814 -0.796
K -6.65759 22.47557 -25.92104 0.973
C -5.90532 24.44861 -14.83925 -0.172
H -13.00038 24.50915 -16.85663 0.356
H -4.34869 17.59840 -20.13832 0.383
H 2.45115 30.41224 -21.13204 0.316
H -6.94702 14.24034 -33.47260 0.434
C -11.15230 19.93942 -22.51383 0.495
O -5.32274 17.44675 -29.90791 -0.808
H -2.84008 16.27402 -27.34182 0.060
H -2.35003 31.93759 -21.50080 0.219
O -11.36977 18.66810 -22.99326 -0.431
C -2.41108 26.60624 -23.19003 0.102
C -9.08783 20.29395 -18.08065 -0.249
H 3.31519 23.52330 -15.40981 0.335
H 0.01794 16.32483 -22.01773 0.302
H -6.83739 17.45727 -22.72879 -0.017
O -1.97462 19.16160 -23.80340 -0.383
H -8.50396 23.92769 -20.01443 0.467
H 2.52767 15.76232 -22.08996 0.389
S -6.65827 20.99957 -22.62690 0.806
H -3.07891 30.64145 -22.48227 0.157
C -6.92159 17.30202 -25.98350 -0.241
H -11.55836 21.96329 -15.62191 0.334
K -3.30624 21.01237 -25.30730 0.946
H -12.03226 21.92679 -22.99941 0.354
H -11.98567 14.33567 -24.61192 0.313
C 2.21039 16.79557 -22.23080 -1.142
H 0.65682 18.74738 -20.72229 -0.236
C 0.74492 16.56736 -22.79282 -0.334
H -3.05835 21.30471 -18.45633 -0.049
H -9.80096 23.85366 -18.63234 0.161
H -3.92655 13.74128 -27.88068 0.435
O -1.72263 16.84959 -24.60385 -0.557
H 0.99745 30.19613 -20.24068 0.276
H -5.69352 20.88189 -18.47284 0.093
H -10.09814 20.21542 -22.53981 -0.163
H -2.28583 23.87416 -19.38455 0.179
H -9.11399 19.22727 -18.30345 0.444
C -1.15750 31.20129 -23.06326 -0.362

21
Properties=species:S:1:pos:R:3:mulliken_charge:R:1 method="wB97M-V/def2-TZVPD" gap_ev=9.80 e_tot_ev=-14326.264 relative_energy_kcal_mol=7.1 homo_energy_ha=-0.328
H 0.05035 -2.69838 -1.99715 0.344
C -1.69757 0.65744 -1.71575 -1.102
C 1.15020 0.42067 -0.49892 -0.964
H 0.17092 2.22825 1.48474 0.351
H -0.68523 -1.19087 1.66073 0.305
C 0.88371 0.23670 1.03747 0.546
H 0.99757 1.43195 -0.87965 0.334
H -0.82584 -2.95490 -0.51553 0.332
H 1.57519 -0.50429 1.55392 0.340
H 0.80298 1.44917 2.86830 0.386
H -1.32880 0.49190 1.26223 0.388
H -1.41904 1.70311 -1.71765 0.338
H 0.89244 -2.64314 -0.48357 0.346
C -0.02649 -2.34053 -0.98536 -1.134
H -1.84871 0.32692 -2.74862 0.306
C -0.58469 -0.27340 1.04280 -0.864
Si -0.46340 -0.53050 -0.79327 0.292
C 0.98748 1.57508 1.80049 -1.540
H -2.63716 0.60430 -1.14902 0.327
H 2.05234 -0.08236 -0.87579 0.331
H 1.95376 2.09289 1.64962 0.337

10
Properties=species:S:1:pos:R:3:mulliken_charge:R:1 method="wB97M-V/def2-TZVPD" gap_ev=7.92 e_tot_ev=-10228.825 relative_energy_kcal_mol=166.1 charge=-1 homo_energy_ha=-0.149
N -0.90708 0.41944 0.05280 -0.613
C 0.23950 -0.39422 -0.02173 -0.817
O -3.04151 0.68350 0.12040 -0.728
H 3.36544 1.49043 -0.26765 0.486
N -2.07628 -0.09237 -0.06237 1.045
C 1.47545 0.32925 -0.08695 -0.047
O -2.24847 -1.32569 -0.21606 -0.703
C 2.49381 0.99922 -0.30446 -0.032
H 0.40159 -1.15573 -0.68364 0.256
H 0.29756 -0.95384 1.46966 0.152

no.,maximum force (Eh/bohr)
1,0.210
2,0.035
3,0.122